Entry 1:
105
Properties=species:S:1:pos:R:3 method="wB97M-V/def2-TZVPD" charge=+1 gap_ev=7.00 e_lumo_ev=-3.07 homo_ev=-10.1
La 0.418 3.463 1.418
C -4.554 1.999 2.512
C -3.502 0.974 2.225
C -3.544 -0.263 2.766
C -2.550 -1.225 2.454
N -1.595 -0.939 1.627
N -1.531 0.301 1.091
B -0.444 0.232 -0.029
N -1.107 -0.135 -1.380
N -2.052 -0.998 -1.691
C -2.337 -1.072 -2.977
C -1.632 -0.287 -3.929
C -0.665 0.613 -3.571
C 0.134 1.460 -4.513
C -0.454 0.678 -2.193
S 0.526 1.645 -1.148
C -3.462 -2.037 -3.348
C -3.126 -3.426 -2.791
C -4.757 -1.524 -2.703
C -3.649 -2.131 -4.862
N 0.693 -0.740 0.359
N 0.887 -1.720 -0.540
C 1.844 -2.571 -0.320
C 2.646 -2.472 0.846
C 2.459 -1.474 1.742
C 3.283 -1.339 2.985
C 1.431 -0.518 1.454
S 1.141 0.829 2.472
C 2.061 -3.684 -1.335
C 3.517 -3.640 -1.820
C 1.778 -5.028 -0.645
C 1.124 -3.522 -2.528
C -2.409 1.288 1.344
S -2.261 2.832 0.631
C -2.584 -2.625 3.044
C -1.376 -3.434 2.581
C -3.874 -3.318 2.579
C -2.569 -2.513 4.577
H -5.284 1.607 3.218
H -5.061 2.288 1.590
H -4.111 2.910 2.916
H -4.353 -0.526 3.439
H -1.867 -0.402 -4.979
H -0.186 1.313 -5.542
H 1.195 1.207 -4.435
H 0.043 2.518 -4.258
H -3.007 -3.394 -1.706
H -2.201 -3.812 -3.228
H -3.933 -4.120 -3.034
H -4.647 -1.450 -1.620
H -5.575 -2.214 -2.923
H -5.029 -0.539 -3.092
H -2.746 -2.489 -5.366
H -3.939 -1.173 -5.301
H -4.447 -2.842 -5.079
H 3.423 -3.207 1.022
H 4.004 -2.152 3.057
H 2.643 -1.342 3.869
H 3.810 -0.382 2.996
H 4.228 -3.799 -1.007
H 3.745 -2.680 -2.290
H 3.682 -4.427 -2.559
H 2.460 -5.209 0.189
H 1.904 -5.843 -1.360
H 0.754 -5.063 -0.264
H 1.305 -2.579 -3.051
H 0.076 -3.538 -2.219
H 1.295 -4.343 -3.227
H -1.349 -3.526 1.493
H -1.431 -4.434 3.016
H -0.440 -2.968 2.902
H -3.915 -3.373 1.488
H -4.769 -2.796 2.928
H -3.910 -4.335 2.973
H -1.671 -1.994 4.922
H -2.576 -3.512 5.018
H -3.440 -1.978 4.959
O 0.933 3.824 3.388
C 2.024 3.461 4.075
C 1.902 3.035 5.398
C 3.013 2.691 6.140
C 4.294 2.765 5.588
C 4.426 3.169 4.280
C 3.312 3.497 3.493
C 3.568 3.863 2.105
N 2.649 3.968 1.218
N 3.019 4.383 -0.075
C 1.984 4.662 -0.814
O 0.733 4.569 -0.416
C 2.224 5.118 -2.207
C 3.504 5.355 -2.707
C 3.664 5.790 -4.014
C 2.554 5.987 -4.830
C 1.280 5.745 -4.336
C 1.116 5.313 -3.026
H 0.906 2.996 5.822
H 2.888 2.367 7.166
H 5.166 2.518 6.179
H 5.410 3.230 3.826
H 4.597 4.051 1.796
H 4.358 5.200 -2.060
H 4.659 5.982 -4.398
H 2.684 6.338 -5.847
H 0.413 5.905 -4.967
H 0.128 5.136 -2.620


Entry 2:
217
Properties=species:S:1:pos:R:3 method="wB97M-V/def2-TZVPD" charge=0 gap_ev=10.13 e_lumo_ev=0.19 homo_ev=-9.9
O 4.388 1.827 4.703
C 4.500 1.060 3.734
O 5.565 0.826 3.007
C 6.683 1.691 3.206
C 7.476 1.214 4.478
C 3.334 0.215 3.268
H 6.372 2.751 3.327
H 7.340 1.629 2.321
H 8.336 1.848 4.633
H 7.837 0.217 4.292
H 6.815 1.238 5.341
H 3.564 -0.813 3.548
H 3.204 0.375 2.201
H 2.484 0.600 3.784
O 2.896 0.184 -4.269
C 3.208 -0.964 -4.081
O 2.884 -1.972 -4.932
C 2.150 -1.643 -6.101
C 0.760 -2.168 -6.010
C 4.021 -1.445 -2.848
H 2.653 -2.040 -6.960
H 2.157 -0.580 -6.219
H 0.686 -3.235 -6.346
H 0.189 -1.621 -6.744
H 0.364 -2.049 -5.009
H 4.776 -2.138 -3.217
H 3.404 -1.940 -2.097
H 4.516 -0.566 -2.385
O 0.110 5.917 -5.921
C 0.867 5.973 -4.993
O 1.515 4.853 -4.557
C 1.485 3.745 -5.499
C 0.429 2.783 -5.090
C 1.213 7.206 -4.244
H 2.438 3.229 -5.341
H 1.348 4.088 -6.557
H 0.518 2.442 -4.049
H 0.536 1.908 -5.762
H -0.569 3.187 -5.248
H 1.707 6.927 -3.344
H 0.359 7.883 -3.992
H 1.856 7.746 -4.951
O 1.819 0.188 -0.178
C 0.765 -0.374 0.064
O -0.235 -0.416 -0.769
C -0.045 0.241 -2.014
C -1.476 0.508 -2.543
C 0.572 -1.232 1.322
H 0.413 -0.482 -2.714
H 0.487 1.228 -1.929
H -2.137 0.992 -1.856
H -1.864 -0.568 -2.719
H -1.429 0.990 -3.461
H -0.472 -1.564 1.466
H 0.860 -0.679 2.214
H 1.315 -2.015 1.252
O 0.537 3.079 5.740
C 1.350 3.814 5.252
O 1.299 4.140 3.985
C 0.195 3.738 3.122
C 0.780 3.057 1.899
C 2.602 4.320 5.919
H -0.337 4.732 2.835
H -0.511 3.098 3.629
H 0.071 3.095 1.004
H 1.044 1.978 1.971
H 1.687 3.513 1.529
H 2.665 5.424 5.819
H 3.436 3.914 5.319
H 2.787 4.018 6.927
O -4.928 1.974 4.493
C -5.249 1.425 3.541
O -4.467 1.125 2.472
C -3.096 1.666 2.462
C -2.214 0.551 1.963
C -6.648 0.948 3.304
H -2.896 2.053 3.425
H -3.108 2.569 1.851
H -1.194 0.820 2.228
H -2.248 0.397 0.891
H -2.429 -0.365 2.504
H -7.245 1.828 3.066
H -7.079 0.442 4.162
H -6.678 0.298 2.422
O -5.275 0.252 -3.394
C -5.508 -0.118 -2.273
O -5.262 -1.404 -1.895
C -4.863 -2.447 -2.912
C -5.028 -3.818 -2.188
C -5.988 0.812 -1.179
H -3.819 -2.323 -3.264
H -5.553 -2.263 -3.733
H -4.777 -4.656 -2.801
H -5.996 -3.898 -1.633
H -4.264 -3.912 -1.346
H -5.435 0.577 -0.268
H -6.999 0.594 -0.802
H -5.801 1.832 -1.524
O -4.912 3.586 -6.286
C -4.102 3.333 -7.111
O -3.477 2.148 -7.183
C -3.777 1.350 -5.944
C -2.992 0.043 -5.950
C -3.631 4.270 -8.211
H -4.846 1.250 -5.769
H -3.445 2.055 -5.159
H -1.930 0.156 -6.264
H -3.467 -0.695 -6.580
H -2.950 -0.326 -4.900
H -4.284 5.123 -8.358
H -3.405 3.659 -9.114
H -2.630 4.717 -7.916
C 3.743 3.041 -1.129
C 4.339 3.158 -2.549
C 5.822 2.770 -2.532
S 6.020 1.650 -1.122
O 6.955 2.138 -0.154
O 6.270 0.298 -1.625
C 4.306 1.779 -0.490
H 2.661 3.036 -1.203
H 3.980 3.908 -0.482
H 4.236 4.238 -2.888
H 3.745 2.561 -3.328
H 6.464 3.636 -2.481
H 6.110 2.260 -3.461
H 4.277 1.651 0.599
H 3.780 0.958 -0.967
C 5.947 -4.268 0.053
C 6.560 -2.932 0.458
C 5.531 -2.132 1.239
S 4.345 -3.333 1.808
O 3.053 -3.145 1.092
O 4.446 -3.268 3.258
C 5.109 -4.768 1.238
H 6.564 -4.992 -0.367
H 5.251 -4.113 -0.777
H 6.969 -2.395 -0.414
H 7.406 -3.245 1.093
H 4.945 -1.485 0.576
H 5.935 -1.605 2.075
H 4.440 -5.664 1.155
H 5.855 -4.964 1.990
C 0.713 -5.255 -0.709
C 1.835 -4.833 -1.653
C 1.110 -4.725 -3.021
S -0.582 -4.027 -2.697
O -1.677 -4.896 -3.170
O -0.583 -2.654 -3.146
C -0.388 -4.200 -0.876
H 1.073 -5.216 0.301
H 0.351 -6.314 -0.876
H 2.676 -5.485 -1.743
H 2.162 -3.843 -1.353
H 0.931 -5.673 -3.513
H 1.618 -4.007 -3.657
H -1.387 -4.404 -0.460
H -0.011 -3.283 -0.439
C -5.581 -2.900 3.529
C -5.700 -2.114 2.178
C -4.942 -2.850 1.079
S -3.591 -3.764 1.956
O -2.295 -3.251 1.515
O -3.796 -5.173 1.869
C -4.078 -3.270 3.602
H -6.276 -3.782 3.554
H -5.756 -2.208 4.343
H -5.232 -1.146 2.314
H -6.716 -1.850 1.972
H -4.553 -2.201 0.331
H -5.586 -3.621 0.668
H -3.575 -2.362 3.934
H -3.811 -4.111 4.205
C 1.297 -4.059 4.491
C 0.391 -4.140 3.260
C -0.095 -5.600 3.129
S 1.427 -6.465 3.344
O 2.255 -6.383 2.159
O 1.253 -7.740 3.966
C 2.127 -5.375 4.617
H 0.736 -3.796 5.382
H 1.980 -3.222 4.347
H 0.996 -4.014 2.337
H -0.354 -3.368 3.150
H -0.650 -5.763 2.171
H -0.718 -5.888 4.006
H 3.144 -5.104 4.308
H 2.166 -5.928 5.584
C -1.601 1.146 7.363
C -0.728 0.133 8.117
C -1.131 -1.267 7.574
S -1.904 -1.027 5.945
O -3.330 -1.296 6.137
O -1.221 -1.655 4.841
C -1.682 0.781 5.926
H -1.301 2.223 7.435
H -2.639 1.130 7.777
H -0.999 0.067 9.162
H 0.300 0.403 7.989
H -1.921 -1.662 8.165
H -0.295 -1.995 7.502
H -2.582 1.144 5.385
H -0.783 0.914 5.327
C -2.566 5.818 -3.025
C -2.810 4.428 -3.567
C -3.738 3.756 -2.529
S -3.121 4.236 -0.973
O -2.017 3.326 -0.705
O -4.188 4.218 -0.086
C -2.458 5.758 -1.470
H -3.434 6.327 -3.335
H -1.685 6.264 -3.553
H -1.916 3.827 -3.604
H -3.308 4.592 -4.487
H -3.942 2.678 -2.584
H -4.724 4.198 -2.603
H -1.411 5.650 -1.127
H -2.893 6.621 -0.933


Entry 3:
32
Properties=species:S:1:pos:R:3 method="wB97M-V/def2-TZVPD" charge=0 gap_ev=9.05 e_lumo_ev=0.57 homo_ev=-8.5
C 3.851 2.194 1.524
C 2.837 1.252 1.905
C 1.995 0.538 0.764
C 0.444 0.915 0.744
C -0.321 1.188 2.122
C -0.884 2.691 1.894
N -0.513 3.137 0.526
C 0.050 2.072 -0.318
O 0.189 1.983 -1.543
H 3.966 3.217 1.995
H 4.620 1.878 0.747
H 2.749 1.059 3.020
H 2.443 0.873 -0.233
H 2.180 -0.588 0.854
H -0.036 -0.008 0.229
H 0.371 1.166 3.037
H -1.188 0.496 2.345
H -2.025 2.581 1.977
H -0.603 3.477 2.665
H 0.313 3.744 0.645
C -1.861 -3.780 -3.285
N -1.444 -3.789 -1.899
C -1.404 -2.748 -1.023
C -1.840 -1.395 -1.518
O -1.022 -2.928 0.126
H -2.694 -4.477 -3.399
H -1.025 -4.121 -3.898
H -2.170 -2.791 -3.615
H -1.138 -4.663 -1.495
H -1.753 -0.670 -0.710
H -1.200 -1.073 -2.343
H -2.884 -1.431 -1.839


Entry 4:
10
Properties=species:S:1:pos:R:3 method="wB97M-V/def2-TZVPD" charge=0 gap_ev=11.53 e_lumo_ev=0.64 homo_ev=-10.9
C -2.480 -0.245 -0.508
C -1.413 0.153 -0.132
S 0.454 0.829 0.449
C 1.397 -0.574 -0.083
O 0.542 0.924 1.853
O 0.708 1.970 -0.377
H -3.469 -0.526 -0.786
H 2.126 -0.566 0.619
H 0.766 -1.417 0.136
H 1.369 -0.546 -1.171


Entry 5:
45
Properties=species:S:1:pos:R:3 method="wB97M-V/def2-TZVPD" charge=+1 gap_ev="6.26 / 5.57" e_lumo_ev="-5.09 / -5.78" multiplicity=5 homo_ev="-11.4 / -11.3"
Mn -0.009 0.676 -0.408
O 3.337 0.197 3.564
C 4.103 0.274 2.492
C 5.484 0.462 2.671
C 6.334 0.493 1.591
C 5.840 0.331 0.294
C 4.486 0.173 0.088
C 3.598 0.167 1.169
C 2.177 0.144 0.893
O 1.743 0.167 -0.312
N 1.280 0.187 1.875
N 0.093 0.312 1.350
C -0.989 0.742 1.930
C -2.135 0.780 1.089
C -3.410 1.148 1.545
C -4.486 1.064 0.690
C -4.276 0.595 -0.608
C -2.994 0.274 -1.005
N -1.930 0.383 -0.199
H 2.394 0.078 3.320
H 5.849 0.596 3.676
H 7.393 0.621 1.748
H 6.514 0.348 -0.548
H 4.082 0.068 -0.909
H -1.019 1.036 2.974
H -3.523 1.481 2.563
H -5.475 1.328 1.022
H -5.092 0.488 -1.305
H -2.802 -0.099 -2.004
O -0.231 4.554 -1.249
C -0.196 3.351 -1.268
O 0.076 2.571 -0.276
C -0.550 2.569 -2.532
C -0.251 1.198 -2.604
C -0.621 0.497 -3.748
C -1.306 1.151 -4.766
C -1.573 2.511 -4.707
C -1.197 3.218 -3.577
N -1.755 0.374 -5.919
O -1.797 -0.823 -5.769
O -2.069 0.990 -6.904
H 0.516 0.713 -1.941
H -0.367 -0.546 -3.878
H -2.062 2.991 -5.541
H -1.380 4.278 -3.492


Entry 6:
53
Properties=species:S:1:pos:R:3 method="wB97M-V/def2-TZVPD" charge=0 gap_ev=8.40 e_lumo_ev=0.65 homo_ev=-7.8
C 6.017 2.568 0.335
O 5.396 2.038 -0.808
C 4.190 1.375 -0.509
C 3.610 0.854 -1.813
S 1.974 0.111 -1.546
C 2.439 -1.229 -0.456
C 3.203 -2.280 -0.935
C 3.573 -3.304 -0.080
C 3.170 -3.282 1.245
C 2.397 -2.236 1.720
C 2.021 -1.204 0.870
C 1.286 -0.001 1.387
O 1.896 0.952 1.842
N -0.059 -0.060 1.337
C -0.828 -1.108 0.710
C -1.491 -0.571 -0.570
N -2.310 0.588 -0.273
C -3.647 0.396 0.069
C -4.240 1.003 1.179
C -5.574 0.813 1.488
C -6.366 -0.002 0.701
C -5.813 -0.585 -0.425
C -4.484 -0.382 -0.759
O -4.024 -0.987 -1.920
C -3.720 -0.079 -2.962
C -1.524 1.616 0.373
C -0.847 1.111 1.657
H 6.273 1.776 1.050
H 6.926 3.060 -0.007
H 5.369 3.295 0.837
H 3.478 2.058 -0.022
H 4.375 0.540 0.187
H 3.452 1.674 -2.512
H 4.269 0.115 -2.267
H 3.506 -2.293 -1.971
H 4.174 -4.120 -0.451
H 3.461 -4.080 1.912
H 2.088 -2.207 2.754
H -0.185 -1.955 0.472
H -1.606 -1.435 1.411
H -2.097 -1.353 -1.023
H -0.705 -0.270 -1.272
H -3.650 1.630 1.829
H -5.988 1.297 2.360
H -7.403 -0.167 0.946
H -6.408 -1.202 -1.081
H -2.969 0.652 -2.654
H -4.622 0.449 -3.290
H -3.332 -0.680 -3.783
H -2.145 2.489 0.576
H -0.738 1.907 -0.333
H -0.175 1.868 2.065
H -1.593 0.838 2.409


Entry 7:
19
Properties=species:S:1:pos:R:3 method="wB97M-V/def2-TZVPD" charge=+1 gap_ev="11.61 / 4.30" e_lumo_ev="-3.25 / -10.56" multiplicity=2 homo_ev="-14.9 / -14.9"
C 0.340 1.406 0.347
C 0.492 2.923 0.334
C -0.008 0.548 1.586
H -0.409 1.193 -0.425
H 1.382 1.040 0.149
H 0.756 3.153 1.384
H 0.913 0.306 2.093
H -0.597 1.222 2.255
H -0.654 -0.333 1.449
H 1.368 3.321 -0.181
H -0.423 3.393 -0.030
C 0.124 -2.554 -1.641
C -0.901 -2.156 -0.564
H 1.104 -2.127 -1.513
H 0.334 -3.627 -1.561
H -0.200 -2.295 -2.649
H -0.447 -2.396 0.389
H -1.880 -2.569 -0.806
H -1.046 -1.075 -0.676


no.,E_tot (hartree)
1,-3431.2784
2,-7402.6647
3,-651.7064
4,-665.2266
5,-2591.6663
6,-1549.2176
7,-198.4687